A structure of composition C5H21N10O6Tl in a non-equilibrium geometry. Source: the OMol25 dataset; level of theory: ωB97M-V/def2-TZVPD.

Summary:
Orbital gap in eV: 3.24
Electronic energy in eV: -37372.5428
Energy relative to the best compared isomer or geometry (same formula, charge and spin) in kJ/mol: 1802.6
Highest occupied orbital energy in eV: -14.1

Structure (ORCA input):
```
! wB97M-V def2-TZVPD RIJCOSX def2/J DEFGRID3
* xyz 2 1
Tl -16.26 -5.43 4.81
O -17.61 -4.05 5.75
H -17.14 -3.28 6.12
C -15.18 -4.01 7.35
O -15.08 -4.82 6.45
N -14.23 -3.54 8.12
N -16.34 -3.50 7.68
H -13.31 -3.96 8.16
H -14.40 -2.82 8.81
H -16.37 -2.84 8.43
H -17.19 -3.84 7.25
C -19.73 -2.65 3.93
O -20.15 -1.81 3.18
N -20.36 -3.84 4.08
N -18.79 -2.48 4.73
H -21.15 -4.05 3.49
H -20.07 -4.59 4.69
H -18.50 -3.20 5.38
H -18.30 -1.60 4.63
C -19.02 -6.10 5.80
O -18.04 -6.34 5.07
N -20.10 -6.81 5.96
N -19.21 -4.99 6.47
H -20.11 -7.68 5.46
H -20.73 -6.44 6.66
H -19.89 -5.05 7.22
H -18.45 -4.32 6.43
C -16.16 -2.37 4.24
O -15.86 -3.52 4.13
N -16.85 -1.72 3.36
N -16.24 -1.86 5.39
H -16.88 -2.13 2.44
H -17.13 -0.75 3.40
H -16.85 -1.07 5.57
H -16.22 -2.57 6.11
C -18.28 -1.30 6.76
O -17.96 -0.76 5.73
N -18.58 -2.57 6.92
N -18.21 -0.70 7.92
H -18.24 -3.24 6.25
H -18.74 -2.83 7.88
H -17.98 0.29 7.94
H -18.23 -1.31 8.72
*
```

How is the electron density shared among the atoms? According to Löwdin, the charges in e are: 1.52 -0.30 0.03 -0.61 0.02 0.26 0.17 0.16 0.15 0.16 0.08 -0.73 0.10 0.19 0.14 0.12 0.05 -0.04 0.06 -0.60 -0.01 0.25 0.16 0.16 0.15 0.16 -0.14 -0.68 0.01 0.27 0.23 0.17 0.17 -0.05 0.07 -0.58 0.08 0.14 0.25 -0.15 0.16 0.15 0.13

A structure of composition C15H29AgN3O16S in a non-equilibrium geometry. Source: the OMol25 dataset; level of theory: ωB97M-V/def2-TZVPD.

Summary:
Orbital gap (spin up / spin down) in eV: 7.82 / 6.22
Expectation value of S²: 0.76
Electronic energy in eV: -68074.2683
Highest occupied orbital energy (spin up / spin down) in eV: -9.7 / -9.5

Structure (ORCA input):
```
! wB97M-V def2-TZVPD RIJCOSX def2/J DEFGRID3
* xyz 0 2
Ag -3.95 -0.58 0.34
O -3.28 -1.34 -1.77
C -1.88 -1.38 -1.74
C -1.14 -0.59 -0.58
O -1.68 -0.31 0.70
H -1.52 -1.15 -2.74
H -1.55 -2.41 -1.86
H -0.98 0.40 -1.02
H -0.13 -0.99 -0.46
C -3.84 0.22 -4.63
N -4.96 1.01 -3.97
O -4.63 1.98 -3.27
O -6.11 0.54 -4.03
H -2.95 0.55 -4.09
H -3.82 0.24 -5.72
H -4.12 -0.77 -4.28
C 0.84 -3.28 1.29
N 1.30 -3.33 -0.11
O 0.77 -4.11 -0.84
O 2.13 -2.48 -0.49
H -0.24 -3.35 1.38
H 1.31 -2.41 1.74
H 1.37 -4.16 1.67
C -0.99 2.92 0.94
N -0.55 4.22 1.48
O -1.28 5.21 1.36
O 0.54 4.14 2.09
H -2.08 2.95 0.94
H -0.71 2.14 1.64
H -0.53 2.75 -0.03
O -0.82 1.83 -5.18
C 0.00 1.17 -4.53
O 0.21 -0.18 -4.70
C 1.31 -0.61 -3.88
C 1.60 0.48 -2.92
C 1.04 1.69 -3.60
H 2.16 -0.97 -4.46
H 1.08 -1.46 -3.23
H 2.66 0.49 -2.66
H 1.11 0.34 -1.96
H 1.86 2.24 -4.06
H 0.54 2.32 -2.87
O 4.18 1.93 3.66
C 3.52 1.59 2.68
O 2.47 0.76 2.70
C 2.12 0.35 1.38
C 3.00 1.17 0.45
C 3.89 2.00 1.26
H 1.08 0.59 1.12
H 2.31 -0.72 1.24
H 2.49 1.89 -0.19
H 3.45 0.49 -0.27
H 3.65 3.06 1.12
H 4.97 2.00 1.10
C -1.51 -2.17 4.58
C -0.68 -1.08 3.94
O 0.59 -1.31 4.46
S 0.65 -1.91 6.02
O 0.85 -0.87 7.05
O 1.43 -3.20 6.15
O -0.98 -2.27 5.87
H -1.34 -3.13 4.09
H -2.56 -1.86 4.55
H -0.94 -0.07 4.28
H -0.71 -1.23 2.86
*
```

How is the electron density shared among the atoms? According to natural (NBO), the charges in e are: 0.88 -0.39 -0.20 -0.11 -0.96 0.24 0.26 0.14 0.15 -0.48 0.52 -0.38 -0.38 0.23 0.25 0.23 -0.49 0.54 -0.36 -0.42 0.24 0.24 0.25 -0.48 0.52 -0.35 -0.39 0.23 0.25 0.23 -0.56 0.79 -0.49 -0.09 -0.43 -0.54 0.20 0.20 0.23 0.21 0.25 0.24 -0.56 0.79 -0.48 -0.07 -0.45 -0.53 0.19 0.19 0.21 0.22 0.24 0.25 -0.09 -0.10 -0.68 2.41 -0.82 -0.83 -0.69 0.17 0.21 0.19 0.23

A cluster of 3 separate species, C3H11NO4 in total in a non-equilibrium geometry. Source: the OMol25 dataset; level of theory: ωB97M-V/def2-TZVPD.

Summary:
Orbital gap in eV: 10.35
SMILES: CCNC(=O)O.O.O
Electronic energy in eV: -12970.7759
Energy relative to the best compared isomer or geometry (same formula, charge and spin) in kJ/mol: 27.4
Highest occupied orbital energy in eV: -9.7

Structure (ORCA input):
```
! wB97M-V def2-TZVPD RIJCOSX def2/J DEFGRID3
* xyz 0 1
C -0.95 -0.57 2.49
C -1.14 0.88 2.02
N -1.40 0.90 0.57
C -0.41 0.71 -0.30
O 0.76 0.60 0.05
O -0.85 0.61 -1.56
H -1.49 -1.27 1.87
H 0.11 -0.80 2.58
H -1.34 -0.68 3.51
H -2.02 1.26 2.55
H -0.26 1.47 2.18
H -2.36 0.97 0.28
H -0.18 0.34 -2.27
O 2.64 -1.38 -1.60
H 2.12 -2.07 -1.15
H 2.44 -0.56 -1.12
O 1.06 -0.09 -3.28
H 1.72 -0.68 -2.82
H 1.55 0.34 -4.00
*
```

How is the electron density shared among the atoms? According to natural (NBO), the charges in e are: -0.62 -0.22 -0.63 0.89 -0.72 -0.73 0.21 0.22 0.20 0.20 0.22 0.40 0.53 -0.95 0.49 0.51 -0.99 0.51 0.49

A cluster of 2 separate species, C4H8O2 in total. Source: the OMol25 dataset; level of theory: ωB97M-V/def2-TZVPD.

Summary:
Orbital gap in eV: 10.00
SMILES: C=CO.C=CO
Electronic energy in eV: -8370.8035
Energy relative to the best compared isomer or geometry (same formula, charge and spin) in kJ/mol: 239.1
Highest occupied orbital energy in eV: -9.2

Structure (ORCA input):
```
! wB97M-V def2-TZVPD RIJCOSX def2/J DEFGRID3
* xyz 0 1
C -0.07 0.19 -2.06
C 1.23 0.30 -1.82
O 1.91 1.42 -1.46
H -0.49 -0.72 -2.44
H -0.76 1.01 -1.91
H 1.93 -0.51 -1.96
H 1.36 2.20 -1.59
C -1.11 0.37 2.32
C -1.46 -0.78 1.78
O -0.57 -1.71 1.32
H -1.86 1.05 2.68
H -0.06 0.59 2.41
H -2.46 -1.15 1.60
H 0.25 -1.30 1.03
*
```

How is the electron density shared among the atoms? According to natural (NBO), the charges in e are: -0.54 0.15 -0.68 0.22 0.20 0.18 0.48 -0.53 0.16 -0.70 0.21 0.20 0.18 0.48

A structure of composition C34H32BN4OP2PtS. Source: the OMol25 dataset; level of theory: ωB97M-V/def2-TZVPD.

Summary:
Orbital gap (spin up / spin down) in eV: 6.33 / 6.54
Electronic energy in eV: -77122.3679
Energy relative to the best compared isomer or geometry (same formula, charge and spin) in kJ/mol: 32.8
Highest occupied orbital energy (spin up / spin down) in eV: -4.4 / -4.4

Structure (ORCA input):
```
! wB97M-V def2-TZVPD RIJCOSX def2/J DEFGRID3
* xyz -1 1
Pt -2.38 -0.12 0.06
N -5.56 -0.51 3.00
C -4.84 -0.64 1.84
S -3.44 -1.66 1.88
N -5.32 0.00 0.80
N -4.55 -0.17 -0.31
C -5.09 -0.15 -1.46
C -4.39 -0.48 -2.69
C -5.12 -0.39 -3.89
C -4.59 -0.80 -5.10
C -3.31 -1.34 -5.11
C -2.58 -1.46 -3.95
C -3.08 -1.02 -2.71
O -2.29 -1.15 -1.68
H -5.01 -0.65 3.84
H -6.18 0.29 3.02
H -6.17 0.05 -1.52
H -6.12 0.00 -3.84
H -5.17 -0.72 -6.01
H -2.87 -1.68 -6.05
H -1.57 -1.87 -3.96
C 2.40 0.31 -0.26
P 0.53 0.12 -0.34
C 0.22 0.65 -2.07
C -0.82 1.56 -2.25
C -1.16 2.01 -3.52
C -0.45 1.57 -4.63
C 0.61 0.68 -4.45
C 0.94 0.23 -3.19
C 0.42 -1.71 -0.28
C 0.24 -2.23 1.01
C 0.19 -3.60 1.21
C 0.30 -4.47 0.14
C 0.46 -3.96 -1.14
C 0.52 -2.59 -1.35
P 2.77 1.76 0.82
C 4.61 1.69 0.92
C 5.41 1.18 -0.10
C 6.79 1.22 -0.01
C 7.41 1.78 1.10
C 6.62 2.30 2.12
C 5.24 2.26 2.03
C 2.34 1.00 2.43
C 1.24 1.48 3.12
C 0.84 0.89 4.32
C 1.54 -0.19 4.82
C 2.64 -0.69 4.13
C 3.03 -0.10 2.94
H 2.78 0.47 -1.27
H 2.84 -0.61 0.15
H -1.37 1.92 -1.39
H -1.98 2.71 -3.64
H -0.72 1.91 -5.62
H 1.17 0.33 -5.31
H 1.77 -0.46 -3.08
H 0.12 -1.55 1.85
H 0.03 -3.99 2.21
H 0.23 -5.54 0.29
H 0.52 -4.63 -1.99
H 0.61 -2.21 -2.36
H 4.95 0.73 -0.97
H 7.39 0.81 -0.82
H 8.49 1.81 1.17
H 7.09 2.74 2.99
H 4.64 2.66 2.84
H 0.67 2.31 2.72
H -0.04 1.27 4.83
H 1.23 -0.66 5.75
H 3.19 -1.54 4.51
H 3.89 -0.50 2.40
B -2.10 2.50 3.97
C -2.19 1.69 2.62
N -2.25 1.12 1.62
H -1.94 1.68 4.86
H -1.16 3.27 3.89
H -3.15 3.09 4.11
*
```

How is the electron density shared among the atoms? According to Löwdin, the charges in e are: 0.87 0.04 -0.91 0.51 -0.02 -0.16 -0.09 -0.15 -0.07 -0.12 -0.10 -0.03 -0.35 -0.26 0.06 0.08 0.12 0.10 0.09 0.09 0.11 -0.52 1.01 -0.38 -0.13 -0.07 -0.09 -0.09 -0.12 -0.40 -0.13 -0.08 -0.09 -0.09 -0.09 1.00 -0.40 -0.10 -0.10 -0.11 -0.09 -0.11 -0.42 -0.10 -0.07 -0.08 -0.09 -0.11 0.02 0.06 0.08 0.11 0.10 0.10 0.10 0.09 0.10 0.10 0.10 0.08 0.09 0.10 0.09 0.10 0.11 0.08 0.05 0.10 0.10 0.10 -0.43 -0.19 -0.09 0.00 0.01 0.00

A structure of composition C20H27BBrHoN5O2S5 in a non-equilibrium geometry. Source: the OMol25 dataset; level of theory: ωB97M-V/def2-TZVPD.

Summary:
Orbital gap (spin up / spin down) in eV: 8.06 / 8.08
Expectation value of S²: 6.00
Electronic energy in eV: -183418.4955
Highest occupied orbital energy (spin up / spin down) in eV: -10.9 / -10.8

Structure (ORCA input):
```
! wB97M-V def2-TZVPD RIJCOSX def2/J DEFGRID3
* xyz 1 5
Ho -0.01 0.27 -0.12
C -2.67 0.27 2.83
C -1.86 1.56 3.02
S -1.57 2.61 1.57
C -3.26 2.97 1.00
C -3.36 2.96 -0.52
S -2.51 1.58 -1.37
C -3.64 0.18 -1.12
C -3.86 -0.32 0.31
S -2.37 -0.70 1.31
H -3.74 0.45 2.90
H -2.40 -0.41 3.64
H -0.84 1.32 3.33
H -2.33 2.16 3.79
H -3.54 3.96 1.37
H -3.93 2.25 1.47
H -2.89 3.85 -0.94
H -4.40 2.93 -0.84
H -3.21 -0.61 -1.74
H -4.60 0.46 -1.54
H -4.41 -1.26 0.24
H -4.46 0.38 0.88
C 0.19 -3.98 0.62
N 0.99 -3.44 -0.46
C 2.30 -3.76 -0.72
C 2.67 -3.06 -1.81
N 1.59 -2.32 -2.23
B 1.53 -1.67 -3.66
N 0.83 -0.27 -3.65
C -0.06 0.13 -4.60
C -0.34 1.45 -4.41
N 0.39 1.84 -3.31
C 0.44 3.18 -2.75
C 1.10 0.77 -2.86
S 2.17 0.82 -1.50
C 0.58 -2.55 -1.39
S -0.99 -1.84 -1.47
H 0.47 -5.02 0.78
H -0.86 -3.92 0.36
H 0.36 -3.42 1.54
H 2.85 -4.46 -0.11
H 3.61 -3.03 -2.34
H 0.87 -2.39 -4.36
H 2.66 -1.53 -4.03
H -0.43 -0.55 -5.35
H -0.98 2.13 -4.94
H -0.36 3.77 -3.18
H 1.40 3.65 -2.97
H 0.33 3.14 -1.66
Br 5.38 -2.55 4.28
C 4.42 -0.99 3.84
C 4.80 0.25 4.37
N 4.13 1.37 4.12
C 3.08 1.31 3.32
C 2.64 0.13 2.73
C 3.33 -1.05 3.00
C 1.49 0.13 1.81
O 1.05 -0.95 1.31
O 0.94 1.23 1.47
H 5.68 0.33 5.00
H 2.55 2.24 3.14
H 3.01 -1.98 2.55
*
```

How is the electron density shared among the atoms? According to natural (NBO), the charges in e are: 1.45 -0.54 -0.54 0.28 -0.54 -0.53 0.25 -0.54 -0.52 0.26 0.23 0.25 0.24 0.24 0.25 0.21 0.24 0.24 0.26 0.24 0.25 0.22 -0.41 -0.33 -0.08 -0.02 -0.47 0.18 -0.46 -0.03 -0.07 -0.35 -0.40 0.24 -0.26 0.28 -0.35 0.22 0.24 0.22 0.24 0.25 -0.03 -0.03 0.25 0.24 0.22 0.24 0.21 0.11 -0.14 0.06 -0.39 0.10 -0.23 -0.13 0.79 -0.74 -0.75 0.22 0.22 0.25

Please write out number 6 again, unchanged.
A structure of composition C20H27BBrHoN5O2S5 in a non-equilibrium geometry. Source: the OMol25 dataset; level of theory: ωB97M-V/def2-TZVPD.

Summary:
Orbital gap (spin up / spin down) in eV: 8.06 / 8.08
Expectation value of S²: 6.00
Electronic energy in eV: -183418.4955
Highest occupied orbital energy (spin up / spin down) in eV: -10.9 / -10.8

Structure (ORCA input):
```
! wB97M-V def2-TZVPD RIJCOSX def2/J DEFGRID3
* xyz 1 5
Ho -0.01 0.27 -0.12
C -2.67 0.27 2.83
C -1.86 1.56 3.02
S -1.57 2.61 1.57
C -3.26 2.97 1.00
C -3.36 2.96 -0.52
S -2.51 1.58 -1.37
C -3.64 0.18 -1.12
C -3.86 -0.32 0.31
S -2.37 -0.70 1.31
H -3.74 0.45 2.90
H -2.40 -0.41 3.64
H -0.84 1.32 3.33
H -2.33 2.16 3.79
H -3.54 3.96 1.37
H -3.93 2.25 1.47
H -2.89 3.85 -0.94
H -4.40 2.93 -0.84
H -3.21 -0.61 -1.74
H -4.60 0.46 -1.54
H -4.41 -1.26 0.24
H -4.46 0.38 0.88
C 0.19 -3.98 0.62
N 0.99 -3.44 -0.46
C 2.30 -3.76 -0.72
C 2.67 -3.06 -1.81
N 1.59 -2.32 -2.23
B 1.53 -1.67 -3.66
N 0.83 -0.27 -3.65
C -0.06 0.13 -4.60
C -0.34 1.45 -4.41
N 0.39 1.84 -3.31
C 0.44 3.18 -2.75
C 1.10 0.77 -2.86
S 2.17 0.82 -1.50
C 0.58 -2.55 -1.39
S -0.99 -1.84 -1.47
H 0.47 -5.02 0.78
H -0.86 -3.92 0.36
H 0.36 -3.42 1.54
H 2.85 -4.46 -0.11
H 3.61 -3.03 -2.34
H 0.87 -2.39 -4.36
H 2.66 -1.53 -4.03
H -0.43 -0.55 -5.35
H -0.98 2.13 -4.94
H -0.36 3.77 -3.18
H 1.40 3.65 -2.97
H 0.33 3.14 -1.66
Br 5.38 -2.55 4.28
C 4.42 -0.99 3.84
C 4.80 0.25 4.37
N 4.13 1.37 4.12
C 3.08 1.31 3.32
C 2.64 0.13 2.73
C 3.33 -1.05 3.00
C 1.49 0.13 1.81
O 1.05 -0.95 1.31
O 0.94 1.23 1.47
H 5.68 0.33 5.00
H 2.55 2.24 3.14
H 3.01 -1.98 2.55
*
```

How is the electron density shared among the atoms? According to natural (NBO), the charges in e are: 1.45 -0.54 -0.54 0.28 -0.54 -0.53 0.25 -0.54 -0.52 0.26 0.23 0.25 0.24 0.24 0.25 0.21 0.24 0.24 0.26 0.24 0.25 0.22 -0.41 -0.33 -0.08 -0.02 -0.47 0.18 -0.46 -0.03 -0.07 -0.35 -0.40 0.24 -0.26 0.28 -0.35 0.22 0.24 0.22 0.24 0.25 -0.03 -0.03 0.25 0.24 0.22 0.24 0.21 0.11 -0.14 0.06 -0.39 0.10 -0.23 -0.13 0.79 -0.74 -0.75 0.22 0.22 0.25